# 1
# C48H55BN10O2P

A cluster of 9 separate species, C48H55BN10O2P in total (the ωB97M-V functional and the def2-TZVPD basis, the OMol25 dataset).

```
117
Properties=species:S:1:pos:R:3:lowdin_charge:R:1
C -2.72 8.36 1.93 -0.063
C -2.05 7.19 2.73 -0.218
O -2.25 5.87 2.17 0.054
B -2.21 5.82 0.78 -0.562
O -3.26 5.19 0.12 0.170
C -1.05 6.40 -0.17 -0.064
C 0.25 6.85 0.36 0.068
C 1.27 7.40 -0.48 0.044
C 0.89 7.48 -1.91 -0.311
P 1.98 8.19 -3.26 0.915
C 1.60 10.04 -3.22 -0.274
C 3.80 8.07 -2.81 -0.301
N -0.33 6.99 -2.22 0.026
N -1.27 6.48 -1.48 0.141
H -2.80 9.22 2.65 0.096
H -2.03 8.73 1.13 0.077
H -3.75 8.15 1.58 0.101
H -0.96 7.37 2.95 0.116
H -2.54 7.17 3.74 0.134
H -3.68 4.58 0.77 0.135
H 0.43 6.74 1.45 0.124
H 2.25 7.78 -0.14 0.122
H 0.64 10.23 -3.76 0.040
H 1.48 10.41 -2.17 0.047
H 2.43 10.60 -3.71 0.041
H 3.98 8.77 -1.96 0.047
H 4.07 7.02 -2.54 0.032
H 4.40 8.44 -3.71 0.033
H -0.54 7.02 -3.22 0.169
N -2.60 1.43 -3.79 0.067
C -2.13 2.39 -2.98 -0.160
C -2.49 3.72 -3.07 -0.080
C -3.40 4.09 -4.05 -0.079
C -3.91 3.12 -4.89 -0.067
C -3.48 1.82 -4.72 -0.138
H -1.42 2.05 -2.23 0.092
H -2.08 4.45 -2.39 0.059
H -3.71 5.13 -4.15 0.105
H -4.62 3.38 -5.67 0.105
H -3.85 1.02 -5.36 0.108
N -3.39 -1.50 -0.24 0.058
C -2.83 -2.66 0.13 -0.162
C -1.53 -3.02 -0.19 -0.101
C -0.76 -2.13 -0.93 -0.077
C -1.32 -0.93 -1.32 -0.078
C -2.63 -0.66 -0.95 -0.162
H -3.47 -3.32 0.70 0.108
H -1.12 -3.97 0.14 0.109
H 0.26 -2.38 -1.19 0.108
H -0.76 -0.21 -1.90 0.085
H -3.11 0.27 -1.23 0.084
N -2.26 -6.60 -1.91 0.058
C -2.88 -7.73 -2.26 -0.154
C -4.16 -7.78 -2.78 -0.099
C -4.85 -6.59 -2.95 -0.083
C -4.23 -5.40 -2.59 -0.070
C -2.95 -5.46 -2.08 -0.157
H -2.30 -8.64 -2.10 0.105
H -4.61 -8.73 -3.05 0.097
H -5.86 -6.59 -3.35 0.106
H -4.74 -4.45 -2.71 0.101
H -2.42 -4.56 -1.79 0.068
N 6.78 6.56 -2.82 0.045
C 6.68 5.87 -3.96 -0.167
C 7.24 4.62 -4.15 -0.065
C 7.95 4.05 -3.10 -0.071
C 8.07 4.75 -1.91 -0.067
C 7.47 5.99 -1.82 -0.150
H 6.12 6.36 -4.75 0.092
H 7.13 4.10 -5.09 0.107
H 8.41 3.08 -3.22 0.111
H 8.62 4.34 -1.08 0.106
H 7.53 6.58 -0.91 0.103
N -4.90 -10.48 -0.84 0.053
C -5.24 -9.44 -0.07 -0.162
C -5.20 -9.45 1.31 -0.065
C -4.79 -10.61 1.95 -0.079
C -4.43 -11.71 1.18 -0.073
C -4.50 -11.59 -0.20 -0.155
H -5.56 -8.56 -0.62 0.089
H -5.49 -8.57 1.88 0.101
H -4.75 -10.66 3.03 0.073
H -4.11 -12.63 1.64 0.096
H -4.22 -12.42 -0.84 0.101
N 5.43 10.24 -5.28 0.040
C 6.60 9.59 -5.26 -0.149
C 7.82 10.18 -5.55 -0.060
C 7.84 11.52 -5.88 -0.070
C 6.65 12.22 -5.91 -0.067
C 5.48 11.54 -5.60 -0.157
H 6.54 8.54 -5.00 0.070
H 8.73 9.60 -5.52 0.107
H 8.78 12.02 -6.11 0.111
H 6.62 13.27 -6.16 0.106
H 4.52 12.05 -5.61 0.099
N -3.31 -11.11 4.84 0.046
C -3.33 -10.41 5.98 -0.144
C -2.34 -10.49 6.95 -0.066
C -1.28 -11.35 6.73 -0.078
C -1.24 -12.08 5.56 -0.069
C -2.27 -11.92 4.65 -0.147
H -4.18 -9.75 6.11 0.104
H -2.40 -9.90 7.86 0.098
H -0.48 -11.44 7.46 0.087
H -0.42 -12.76 5.35 0.102
H -2.28 -12.48 3.71 0.099
N 0.40 -8.90 9.22 0.056
C 0.38 -8.20 10.35 -0.154
C 1.37 -8.28 11.33 -0.074
C 2.44 -9.13 11.11 -0.080
C 2.48 -9.87 9.94 -0.071
C 1.45 -9.72 9.03 -0.160
H -0.48 -7.55 10.48 0.102
H 1.30 -7.69 12.23 0.102
H 3.22 -9.23 11.85 0.106
H 3.30 -10.55 9.73 0.102
H 1.44 -10.27 8.09 0.092
```

## Properties
**HOMO-LUMO gap**: 5.66 eV
**Maximum force**: 3.62 eV Å⁻¹
**HOMO level**: -10.10 eV
**Total charge**: +1

=====

# 2
# C48H55BN8SSi2V

A structure of composition C48H55BN8SSi2V (the ωB97M-V functional and the def2-TZVPD basis, the OMol25 dataset).

```
116
Properties=species:S:1:pos:R:3:lowdin_charge:R:1
V -0.09 -0.37 -0.92 0.780
C -1.48 -4.16 2.67 -0.013
C -0.68 -3.41 1.67 -0.254
C 0.52 -3.82 1.11 0.054
C 0.93 -2.76 0.29 -0.210
N 0.01 -1.80 0.34 -0.033
N -0.97 -2.19 1.16 0.061
B -2.13 -1.28 1.65 -0.526
N -1.62 -0.54 2.89 0.019
N -0.39 -0.03 2.87 0.084
C -0.24 0.69 3.97 -0.271
C -1.40 0.60 4.76 0.014
C -2.26 -0.21 4.04 -0.277
C -3.60 -0.69 4.46 -0.028
C 0.97 1.45 4.27 -0.185
C 2.23 0.89 4.14 -0.043
C 3.36 1.63 4.46 -0.104
C 3.24 2.94 4.90 -0.106
C 1.99 3.51 5.00 -0.095
C 0.86 2.77 4.70 -0.037
N -2.59 -0.27 0.56 0.077
N -1.73 0.36 -0.25 -0.051
C -2.41 1.24 -0.99 -0.221
C -3.77 1.17 -0.64 0.049
C -3.84 0.21 0.35 -0.252
C -5.10 -0.18 1.03 -0.024
C -1.81 2.23 -1.89 -0.162
C -0.76 3.02 -1.43 -0.051
C -0.28 4.06 -2.20 -0.081
C -0.83 4.31 -3.45 -0.107
C -1.89 3.54 -3.90 -0.093
C -2.38 2.51 -3.13 -0.023
C 2.24 -2.63 -0.33 -0.164
C 2.82 -3.68 -1.05 -0.023
C 4.13 -3.58 -1.48 -0.090
C 4.89 -2.45 -1.19 -0.104
C 4.32 -1.43 -0.45 -0.088
C 3.01 -1.51 -0.03 -0.044
H -0.86 -4.39 3.54 0.088
H -1.82 -5.10 2.24 0.087
H -2.33 -3.59 3.01 0.058
H 1.05 -4.73 1.30 0.117
H -3.06 -1.94 1.99 0.096
H -1.56 1.03 5.72 0.101
H -3.77 -0.37 5.49 0.076
H -3.67 -1.78 4.42 0.073
H -4.39 -0.27 3.84 0.060
H 2.31 -0.12 3.77 0.116
H 4.34 1.18 4.36 0.104
H 4.12 3.51 5.15 0.099
H 1.89 4.55 5.30 0.098
H -0.12 3.23 4.77 0.111
H -4.57 1.74 -1.06 0.118
H -5.51 0.69 1.55 0.088
H -4.94 -0.98 1.75 0.053
H -5.82 -0.50 0.29 0.086
H -0.35 2.83 -0.45 0.027
H 0.52 4.69 -1.82 0.106
H -0.45 5.13 -4.05 0.100
H -2.34 3.75 -4.86 0.099
H -3.21 1.91 -3.48 0.114
H 2.24 -4.56 -1.26 0.115
H 4.58 -4.39 -2.03 0.098
H 5.91 -2.38 -1.52 0.102
H 4.92 -0.57 -0.17 0.101
H 2.56 -0.72 0.57 0.042
C 1.67 1.90 -4.49 -0.147
Si 2.20 0.75 -3.04 0.499
C 2.98 1.96 -1.81 -0.180
C 3.71 -0.31 -3.63 -0.167
N 0.87 -0.29 -2.57 -0.168
C 0.35 -1.03 -3.62 -0.313
C 0.94 -1.16 -4.88 -0.088
C 0.32 -1.84 -5.91 -0.124
C -0.91 -2.42 -5.70 -0.121
C -1.49 -2.36 -4.45 -0.103
C -0.87 -1.70 -3.37 -0.334
N -1.33 -1.66 -2.08 -0.114
Si -2.66 -2.75 -1.82 0.514
C -1.99 -4.50 -2.33 -0.165
C -4.17 -2.13 -2.87 -0.174
C -3.63 -3.30 -0.27 -0.163
H 2.38 2.71 -4.62 0.023
H 0.70 2.35 -4.29 0.002
H 1.58 1.38 -5.44 0.013
H 3.79 2.48 -2.32 0.039
H 3.40 1.47 -0.95 -0.011
H 2.28 2.71 -1.46 0.004
H 4.58 -0.14 -3.00 0.010
H 3.99 -0.06 -4.65 0.022
H 3.49 -1.37 -3.59 0.020
H 1.89 -0.72 -5.08 0.052
H 0.80 -1.90 -6.88 0.087
H -1.43 -2.94 -6.50 0.090
H -2.43 -2.85 -4.33 0.059
H -1.16 -4.42 -3.01 0.015
H -2.75 -5.11 -2.81 0.020
H -1.66 -5.05 -1.45 0.012
H -3.89 -1.29 -3.49 0.016
H -5.00 -1.82 -2.23 0.006
H -4.56 -2.91 -3.52 0.019
H -3.00 -3.72 0.50 -0.003
H -4.32 -4.08 -0.59 0.043
H -4.22 -2.51 0.15 -0.007
S 1.02 1.27 0.76 0.720
C 2.27 2.41 1.18 -0.647
C 1.94 3.76 1.32 -0.127
C 2.89 4.70 1.66 -0.109
C 4.21 4.32 1.88 -0.123
C 4.54 2.98 1.77 -0.116
C 3.59 2.04 1.44 -0.158
H 0.92 4.07 1.16 0.095
H 2.61 5.74 1.76 0.095
H 4.96 5.05 2.14 0.089
H 5.56 2.66 1.95 0.100
H 3.87 0.99 1.38 0.089
```

## Properties
**HOMO-LUMO gap (alpha / beta)**: 6.20 / 6.36 eV
**2S+1**: 3
**Maximum force**: 2.80 eV Å⁻¹
**HOMO level (alpha / beta)**: -3.82 / -3.97 eV
**Total charge**: -1
**<S²>**: 2.017

=====

# 3
# C48H55CoN4OP2S

A structure of composition C48H55CoN4OP2S (the ωB97M-V functional and the def2-TZVPD basis, the OMol25 dataset).

```
112
Properties=species:S:1:pos:R:3:lowdin_charge:R:1
Co -0.45 -0.64 0.22 0.359
C 3.45 -0.44 0.74 0.034
C 2.45 -0.99 -0.22 -0.484
O 1.40 -0.40 -0.49 -0.094
N 2.72 -2.17 -0.79 0.103
C 1.68 -2.93 -1.48 -0.089
C 0.83 -3.70 -0.49 -0.251
C 0.68 -5.07 -0.60 -0.014
C -0.04 -5.76 0.36 -0.042
C -0.56 -5.05 1.44 -0.037
C -0.36 -3.69 1.48 -0.110
N 0.28 -3.01 0.53 0.101
H 3.39 0.65 0.73 0.045
H 4.47 -0.77 0.51 0.093
H 3.17 -0.78 1.74 0.102
H 3.54 -2.68 -0.50 0.155
H 2.14 -3.61 -2.19 0.127
H 1.06 -2.22 -2.03 0.123
H 1.15 -5.60 -1.43 0.117
H -0.18 -6.83 0.28 0.117
H -1.11 -5.55 2.22 0.113
H -0.74 -3.09 2.31 0.106
C -3.63 6.42 3.28 -0.415
S -1.90 6.40 3.79 0.811
C -1.48 4.69 3.36 -0.511
C -1.05 4.52 1.91 -0.260
C -0.75 3.04 1.64 -0.325
N -0.41 2.74 0.20 -0.381
P 1.40 2.68 0.27 1.089
C 1.69 4.48 0.47 -0.402
C 2.42 4.91 1.57 -0.111
C 2.70 6.26 1.75 -0.073
C 2.25 7.19 0.82 -0.071
C 1.52 6.76 -0.29 -0.066
C 1.24 5.42 -0.47 -0.090
C 2.20 2.56 -1.38 -0.370
C 3.60 2.65 -1.28 -0.125
C 4.41 2.46 -2.39 -0.076
C 3.85 2.18 -3.63 -0.085
C 2.47 2.12 -3.75 -0.075
C 1.65 2.31 -2.63 -0.080
P -1.34 1.45 -0.48 1.051
C -1.74 2.08 -2.16 -0.365
C -2.08 1.18 -3.18 -0.105
C -2.51 1.65 -4.41 -0.070
C -2.59 3.01 -4.64 -0.069
C -2.26 3.91 -3.63 -0.059
C -1.84 3.44 -2.39 -0.090
C -3.10 1.69 0.06 -0.286
C -3.63 2.78 0.75 -0.067
C -5.00 2.89 0.98 -0.057
C -5.87 1.93 0.50 -0.069
C -5.37 0.87 -0.24 -0.067
C -4.01 0.76 -0.46 -0.120
H -4.05 7.36 3.62 0.029
H -4.16 5.60 3.76 0.032
H -3.72 6.35 2.20 0.027
H -2.35 4.07 3.59 0.077
H -0.67 4.41 4.03 0.064
H -0.16 5.12 1.72 0.079
H -1.82 4.89 1.24 0.095
H -1.58 2.42 1.96 0.082
H 0.09 2.74 2.28 0.067
H 2.76 4.18 2.30 0.101
H 3.27 6.59 2.61 0.107
H 2.48 8.24 0.95 0.107
H 1.17 7.49 -1.01 0.108
H 0.68 5.08 -1.33 0.100
H 4.05 2.88 -0.32 0.103
H 5.48 2.54 -2.29 0.106
H 4.48 2.01 -4.49 0.105
H 2.01 1.94 -4.71 0.106
H 0.59 2.29 -2.76 0.068
H -1.98 0.11 -3.00 0.093
H -2.77 0.95 -5.19 0.107
H -2.92 3.38 -5.60 0.109
H -2.33 4.97 -3.81 0.111
H -1.58 4.14 -1.60 0.096
H -2.99 3.57 1.10 0.063
H -5.37 3.75 1.52 0.108
H -6.93 2.02 0.68 0.109
H -6.04 0.13 -0.66 0.108
H -3.65 -0.03 -1.10 0.083
C -5.84 -3.97 0.03 -0.028
C -4.56 -3.18 0.03 -0.246
C -4.21 -2.37 1.10 0.002
C -3.04 -1.64 1.06 -0.126
N -2.21 -1.68 0.01 -0.044
C -2.53 -2.46 -1.02 -0.124
C -3.68 -3.22 -1.05 -0.003
H -6.08 -4.30 1.04 0.088
H -5.78 -4.84 -0.63 0.085
H -6.66 -3.34 -0.32 0.094
H -4.85 -2.29 1.97 0.128
H -2.73 -1.01 1.89 0.106
H -1.84 -2.47 -1.86 0.117
H -3.89 -3.84 -1.92 0.121
C 0.12 1.67 5.01 -0.056
C 0.00 0.16 4.75 -0.633
C 1.27 -0.56 5.22 -0.056
C -1.22 -0.40 5.50 -0.056
C -0.18 -0.07 3.31 -0.141
C -0.32 -0.24 2.11 -0.091
H 0.27 1.86 6.08 0.092
H -0.79 2.18 4.70 0.067
H 0.96 2.08 4.46 0.082
H 1.41 -0.43 6.30 0.086
H 2.15 -0.15 4.71 0.080
H 1.21 -1.62 5.00 0.081
H -1.11 -0.25 6.58 0.086
H -1.32 -1.48 5.32 0.080
H -2.13 0.09 5.17 0.082
```

## Properties
**HOMO-LUMO gap (alpha / beta)**: 7.21 / 7.78 eV
**2S+1**: 2
**Maximum force**: 1.31 eV Å⁻¹
**HOMO level (alpha / beta)**: -9.99 / -9.97 eV
**Total charge**: +1
**Energy relative to the best compared isomer or geometry (same formula, charge and spin)**: 2.642 eV
**<S²>**: 0.764

=====

# 4
# C48H55IN8P2Ta

A structure of composition C48H55IN8P2Ta (the ωB97M-V functional and the def2-TZVPD basis, the OMol25 dataset).

```
115
Properties=species:S:1:pos:R:3:lowdin_charge:R:1
Ta 0.32 -0.14 -0.46 1.759
C -0.35 3.93 0.25 -0.104
C 1.15 3.71 0.57 -0.516
C 1.51 4.70 1.68 -0.087
P 1.57 1.97 0.93 1.052
C 3.27 1.69 1.42 -0.522
C 4.07 2.73 2.21 -0.085
C 4.14 1.38 0.17 -0.106
C 0.59 1.65 2.41 -0.325
C 0.98 1.80 3.77 -0.015
C 0.17 1.43 4.86 -0.234
C 0.51 1.76 6.28 -0.027
C -1.10 0.87 4.52 0.028
C -1.44 0.70 3.18 -0.025
C -0.62 1.06 2.11 -0.337
N -1.00 0.88 0.70 -0.190
C -2.41 1.04 0.42 -0.296
C -3.20 1.96 1.10 -0.021
C -4.59 1.91 0.98 0.010
C -5.27 1.01 0.16 -0.218
C -6.78 1.01 -0.02 -0.015
C -4.46 0.17 -0.63 -0.035
C -3.08 0.22 -0.51 -0.352
P -2.09 -0.80 -1.53 1.058
C -2.34 -0.24 -3.28 -0.462
C -3.22 -1.18 -4.16 -0.081
C -2.92 1.24 -3.30 -0.074
C -2.51 -2.50 -1.09 -0.486
C -3.83 -3.11 -1.67 -0.072
C -2.59 -2.66 0.45 -0.086
H -0.36 4.91 -0.26 0.111
H -0.98 4.03 1.19 0.105
H -0.83 3.13 -0.30 0.028
H 1.69 3.99 -0.35 0.110
H 1.03 4.36 2.58 0.070
H 1.06 5.70 1.48 0.110
H 2.60 4.88 1.85 0.089
H 3.12 0.80 2.05 0.095
H 4.61 3.44 1.54 0.109
H 4.85 2.17 2.68 0.084
H 3.56 3.31 2.98 0.070
H 4.37 2.33 -0.28 0.079
H 3.70 0.73 -0.57 0.026
H 5.06 0.94 0.49 0.092
H 1.92 2.26 4.00 0.111
H -0.12 1.20 6.96 0.085
H 0.37 2.80 6.53 0.091
H 1.55 1.46 6.53 0.099
H -1.73 0.53 5.35 0.134
H -2.42 0.36 2.89 0.116
H -2.75 2.69 1.75 0.117
H -5.18 2.70 1.51 0.146
H -7.31 0.32 0.64 0.096
H -7.07 0.75 -1.04 0.089
H -7.11 2.02 0.23 0.090
H -4.90 -0.51 -1.29 0.092
H -1.36 -0.24 -3.72 0.054
H -4.23 -1.39 -3.75 0.085
H -2.72 -2.13 -4.36 0.083
H -3.32 -0.69 -5.12 0.087
H -3.99 1.17 -2.94 0.095
H -2.92 1.72 -4.32 0.108
H -2.33 1.90 -2.66 0.058
H -1.68 -3.09 -1.45 0.086
H -4.72 -2.49 -1.57 0.074
H -4.03 -4.05 -1.14 0.099
H -3.72 -3.40 -2.70 0.065
H -3.52 -2.29 0.86 0.096
H -1.81 -2.17 0.99 0.017
H -2.50 -3.71 0.71 0.098
C 0.21 -3.73 2.75 -0.037
C 0.35 -4.79 1.98 0.001
C 0.59 -4.58 0.54 0.065
C 0.79 -3.37 0.02 -0.224
N 0.61 -2.17 0.76 -0.078
C 0.28 -2.33 2.23 -0.178
C 1.16 -3.10 -1.34 -0.243
C 1.94 -4.03 -2.08 0.052
C 2.36 -3.67 -3.33 0.013
C 2.09 -2.39 -3.78 0.032
C 1.37 -1.50 -2.99 -0.170
N 0.92 -1.88 -1.75 0.007
C 1.06 -0.11 -3.32 -0.321
C 1.08 0.31 -4.58 -0.016
C 0.55 1.60 -4.92 -0.026
C 0.32 2.46 -3.93 -0.002
C 0.89 2.15 -2.61 -0.342
N 0.79 0.72 -2.23 -0.116
H 0.09 -3.81 3.82 0.085
H 0.16 -5.80 2.34 0.135
H 0.83 -5.43 -0.08 0.128
H -0.64 -1.79 2.45 0.120
H 2.13 -5.07 -1.72 0.149
H 2.99 -4.30 -3.93 0.140
H 2.53 -1.97 -4.71 0.142
H 1.27 -0.34 -5.43 0.142
H 0.27 1.76 -5.94 0.131
H -0.04 3.48 -4.00 0.140
H 0.49 2.73 -1.80 0.084
I 2.12 -2.38 5.45 1.091
C 2.51 -2.23 3.42 -0.678
C 3.63 -2.71 2.90 -0.121
C 3.97 -2.40 1.54 -0.003
C 3.12 -1.90 0.65 -0.092
N 1.83 -1.35 1.02 -0.048
C 1.51 -1.48 2.59 -0.185
H 4.31 -3.23 3.57 0.117
H 4.97 -2.62 1.22 0.132
H 3.42 -1.61 -0.34 0.110
H 1.18 -0.56 3.00 0.078
N 5.38 -0.84 -3.55 0.165
C 4.75 0.13 -3.65 -0.314
N 4.05 1.23 -3.86 0.190
C 3.18 1.78 -3.17 -0.144
N 2.30 2.47 -2.68 0.203
```

## Properties
**HOMO-LUMO gap**: 5.93 eV
**Maximum force**: 3.04 eV Å⁻¹
**HOMO level**: -15.31 eV
**Total charge**: +3
**Energy relative to the best compared isomer or geometry (same formula, charge and spin)**: 4.835 eV

=====

- Number 3 is which compound?
  C48H55CoN4OP2S

=====

- What is the total charge in the second record?
  -1